1.
The following is a DFT calculation (the ωB97M-V functional and the def2-TZVPD basis) of 9 unconnected molecules or ions with the total composition C18H54O18.

- 2S+1: 2
- Total charge: +1
- HOMO level (alpha / beta): -11.85 / -11.84 eV

CARTESIAN COORDINATES (ANGSTROEM)
H1 -5.063 0.276 -1.974
H2 0.494 -0.310 0.612
H3 1.408 2.131 4.045
H4 -2.092 4.930 -0.450
C1 -2.080 -0.771 3.909
H5 -1.228 -1.315 -2.047
O1 1.565 -0.223 -3.308
H6 -1.287 -0.343 2.178
C2 2.674 1.136 5.134
H7 2.804 -0.558 1.045
H8 -0.654 1.531 3.285
C3 3.239 -1.609 -0.822
H9 2.307 0.124 4.966
H10 -0.006 4.373 -2.700
H11 -0.354 2.569 0.923
H12 -2.998 -0.467 3.406
C4 -1.202 5.179 -1.028
H13 4.697 0.772 4.613
C5 -5.369 1.101 -0.405
H14 4.635 1.299 2.425
C6 0.041 0.611 0.243
H15 -0.176 -2.518 2.104
H16 -6.080 0.884 0.393
O2 0.245 -3.324 1.794
H17 1.577 -2.653 -0.992
H18 1.633 0.219 -5.273
H19 3.861 0.436 -3.937
H20 1.702 -5.210 -0.950
H21 0.209 0.550 -0.832
O3 -1.329 1.628 3.960
C7 2.098 -0.516 -4.616
H22 0.708 4.760 -0.590
H23 -0.769 -2.681 -0.061
H24 2.972 1.029 6.177
O4 3.033 -2.581 1.413
C8 3.906 1.410 4.218
O5 0.931 1.537 2.171
H25 4.413 -1.262 0.954
H26 0.098 -5.644 0.382
H27 -0.511 -4.984 -1.090
O6 -1.966 4.421 -3.263
H28 5.107 -1.448 -3.806
C9 3.589 -0.418 -4.558
O7 -3.148 2.138 -0.776
H29 -4.369 2.764 0.642
H30 3.604 -0.733 -1.358
H31 1.798 1.131 2.102
H32 -1.356 6.178 -1.437
C10 -2.964 -2.436 -2.895
H33 1.841 -0.872 -2.657
H34 -3.371 -1.612 -3.481
H35 4.206 2.440 4.413
C11 3.361 -1.441 0.733
C12 -0.565 -3.539 0.579
H36 1.641 -1.441 -4.967
H37 1.335 2.287 0.290
H38 -1.596 4.030 -4.058
H39 -5.861 1.782 -1.099
O8 -0.752 -1.857 -3.914
C13 -4.125 1.813 0.169
O9 -1.352 0.351 0.374
H40 -3.095 -3.290 -3.559
C14 -1.494 0.407 4.672
H41 -3.743 1.297 1.049
O10 3.800 1.087 2.849
H42 3.790 -2.511 -1.088
H43 -0.017 -1.256 -3.769
H44 2.108 -2.823 1.329
H45 -3.985 -1.599 -1.535
H46 -3.585 2.563 -1.517
O11 -3.601 -2.475 -1.613
H47 -2.152 0.532 5.532
H48 -2.222 -1.721 4.424
H49 -1.830 1.008 -0.137
C15 0.512 1.908 0.895
O12 1.917 -1.777 -1.186
O13 -1.241 -1.057 2.818
H50 -0.980 3.175 -1.878
O14 1.643 2.124 4.975
H51 -1.536 -3.857 0.958
H52 -0.598 0.161 5.242
O15 4.176 -1.596 -3.987
O16 -4.960 -0.033 -1.071
C16 -0.983 4.201 -2.248
H53 -0.911 -3.003 -2.268
C17 0.094 -4.735 -0.218
O17 1.376 -4.408 -0.536
C18 -1.465 -2.163 -2.689
H54 3.939 -0.352 -5.588
O18 -0.065 5.139 -0.163

***

2.
The following is a DFT calculation (the ωB97M-V functional and the def2-TZVPD basis) of 9 unconnected molecules or ions with the total composition C18H55BF4N3O8.

- 2S+1: 1
- Total charge: -1
- HOMO level: -7.71 eV

CARTESIAN COORDINATES (ANGSTROEM)
H1 2.734 -1.603 7.447
H2 8.315 6.637 -0.641
H3 -5.976 -4.693 -5.703
C1 8.330 2.915 1.320
H4 0.590 5.941 2.240
H5 -0.195 7.385 1.651
H6 2.875 10.791 4.562
C2 8.323 4.160 0.382
O1 -4.835 -0.013 3.004
H7 -5.462 0.211 1.066
H8 1.668 0.499 10.243
F1 0.531 -0.975 0.707
C3 -5.880 0.251 2.072
H9 7.505 4.089 -0.335
H10 -7.459 -1.083 1.331
H11 -6.226 -9.307 -8.904
H12 -0.325 9.423 3.543
H13 0.846 -0.828 -6.412
H14 7.866 7.351 0.878
H15 3.906 -2.966 2.350
N1 -1.313 6.821 4.104
H16 1.370 7.595 2.274
H17 0.670 -0.592 7.523
H18 -1.398 6.869 5.109
C4 -1.709 -7.699 -2.038
F2 1.552 -0.193 -1.180
C5 -0.537 -8.674 -1.927
O2 4.452 -2.945 3.136
H19 -1.384 -6.702 -1.741
H20 -7.524 -0.878 3.084
F3 -0.432 -1.209 -1.322
H21 -4.027 -0.372 2.631
H22 6.608 3.338 2.303
H23 8.357 1.345 -0.284
H24 -2.072 -7.588 -3.060
C6 0.466 7.006 2.431
H25 0.876 -7.512 -2.466
C7 -6.886 -5.825 -8.659
H26 -1.402 5.857 3.815
C8 0.973 0.286 9.431
C9 -7.127 -7.329 -9.120
H27 6.612 6.324 0.022
C10 8.789 1.602 0.684
H28 9.290 4.149 -0.121
H29 0.471 1.247 9.322
O3 -6.796 -5.802 -7.242
H30 -7.392 -8.394 -10.725
H31 9.858 1.679 0.484
H32 -0.902 -9.689 -2.083
H33 0.300 -0.482 9.812
N2 6.976 2.566 1.766
H34 -5.008 -8.029 -9.075
H35 1.913 0.643 7.590
F4 1.441 -2.391 -0.809
H36 -0.105 -8.610 -0.928
H37 -7.918 -6.937 -10.872
H38 -6.487 -3.692 -7.098
H39 4.883 -2.091 3.107
H40 -5.084 -4.695 -7.204
C11 1.811 10.565 4.628
C12 7.668 6.500 0.226
O4 2.488 -1.247 8.304
H41 -6.400 -1.905 2.282
H42 -7.650 -5.115 -8.977
C13 0.179 8.777 4.262
H43 -0.203 -0.877 -5.322
O5 0.498 -8.286 -2.890
H44 -8.039 -7.649 -8.615
H45 0.643 6.679 4.540
O6 1.585 9.159 4.248
H46 1.286 11.214 3.927
H47 -5.968 -5.471 -9.129
H48 8.736 0.756 1.370
C14 -6.856 -0.917 2.224
C15 0.016 7.258 3.861
H49 -0.375 8.970 5.180
H50 6.375 2.546 0.955
H51 -5.764 -8.337 -7.530
C16 -5.954 -8.296 -8.603
O7 8.090 5.434 1.078
H52 -6.411 1.196 2.185
O8 -0.073 -0.627 -6.236
H53 1.542 10.870 5.639
H54 -2.579 -8.006 -1.457
N3 -7.113 -7.443 -10.531
H55 8.804 3.191 2.262
C17 1.529 -0.242 8.096
B1 0.740 -1.220 -0.664
C18 -6.090 -4.658 -6.787

***

3.
The following is a DFT calculation (the ωB97M-V functional and the def2-TZVPD basis) of a molecular structure, C18H55CaN9O4P3.

- 2S+1: 1
- Total charge: +1
- HOMO level: -9.41 eV

CARTESIAN COORDINATES (ANGSTROEM)
C1 -0.285 4.609 -8.571
C2 -1.312 2.577 -5.466
H1 -4.745 -6.204 1.442
Ca1 4.154 2.890 -1.240
H2 7.955 3.433 4.563
H3 1.404 -0.162 -10.003
H4 -2.832 2.038 -7.363
H5 -7.648 -7.029 3.515
H6 -3.005 -1.901 2.067
O1 1.781 2.598 -6.247
H7 6.609 4.439 4.817
H8 6.828 1.919 7.990
C3 -7.284 -4.146 -0.279
N1 3.772 2.845 6.331
C4 -4.094 -1.940 2.109
H9 1.273 -0.271 -6.632
H10 8.179 2.448 7.201
H11 4.223 4.574 7.309
H12 -4.245 -3.342 4.653
H13 4.753 -1.135 7.034
H14 1.897 3.706 6.232
N2 -6.399 -5.415 2.631
H15 2.768 4.281 -7.887
H16 0.579 1.363 -10.162
N3 -0.788 2.217 -6.841
P1 5.021 2.106 5.376
H17 0.835 -0.084 -1.558
H18 -0.403 5.322 -7.755
P2 -6.147 -3.850 2.084
C5 2.434 2.914 5.708
C6 -5.450 -6.489 2.222
H19 2.544 2.939 4.624
H20 -7.539 -3.435 -1.065
H21 -4.539 -3.431 -0.862
H22 -3.924 -4.801 3.597
C7 4.618 -0.054 7.061
H23 3.729 0.095 7.674
O2 -7.339 -2.994 2.543
N4 -6.031 -4.093 0.430
H24 -1.958 0.592 -7.501
H25 7.291 0.801 6.768
N5 1.270 0.952 -8.267
H26 2.050 1.900 5.816
C8 2.134 4.314 -8.772
N6 0.865 3.698 -8.505
H27 -8.513 -5.535 3.225
C9 -4.838 -4.347 -0.353
C10 -3.873 -3.717 3.699
H28 -4.792 -6.746 3.052
H29 -1.279 4.163 -8.563
H30 -2.401 2.603 -5.437
H31 2.872 -0.094 -7.281
H32 -1.779 1.943 -8.723
H33 -7.398 -5.562 4.529
H34 2.073 5.295 -9.243
H35 2.267 1.397 -10.172
C11 7.280 1.866 6.999
O3 1.753 -0.057 -1.224
H36 4.529 -1.550 5.053
H37 -8.059 -3.844 0.426
C12 4.404 -0.528 4.694
N7 4.776 0.468 5.707
C13 1.831 -0.242 -7.568
H38 -4.203 -1.151 2.853
H39 -4.951 -5.229 -0.984
C14 1.437 0.882 -9.691
O4 4.801 2.406 3.900
H40 -0.878 2.096 -4.590
H41 -7.627 -5.153 -0.513
H42 5.221 -0.451 3.977
H43 4.594 3.198 8.206
H44 2.752 3.504 -9.160
H45 -4.004 -4.584 0.307
H46 3.435 -0.185 4.331
P3 0.884 2.261 -7.386
H47 -0.363 5.204 -9.480
C15 7.317 3.813 5.360
H48 7.828 4.438 6.092
H49 -1.028 3.622 -5.338
H50 -2.812 -3.480 3.620
H51 1.582 -1.239 -7.931
N8 -4.604 -3.254 2.514
H52 2.895 3.666 8.061
H53 -6.071 -7.335 1.924
C16 -7.546 -5.944 3.519
H54 -4.406 -1.616 1.116
C17 -1.856 1.664 -7.672
N9 6.537 2.739 6.026
H55 5.377 0.247 7.783
C18 3.837 3.577 7.519